Below is one molecule with the formula C18H20N2O3S2 in a non-equilibrium geometry, with properties calculated with ωB97M-V/def2-TZVPD.

As for the gap between HOMO and LUMO: 8.35 eV. Its structure (SMILES) is COc1ccc(C(=S)N2CCN(S(=O)(=O)c3ccccc3)CC2)cc1. As for the total energy: -1829.4996 Ha.

Cartesian coordinates (Å):
C: 0.67523 6.58173 -1.35803
O: 0.20950 6.04079 -0.14432
C: 0.50144 4.74881 0.14931
C: 1.21267 3.88073 -0.67447
C: 1.45466 2.58374 -0.26450
C: 0.97927 2.11147 0.95372
C: 1.31112 0.75446 1.40046
S: 2.86736 0.22560 1.22885
N: 0.35911 0.01974 2.01366
C: 0.66946 -1.27738 2.57457
C: 0.29055 -2.37982 1.58437
N: -1.10756 -2.23481 1.25430
S: -1.83824 -3.56015 0.54244
O: -1.49841 -4.69750 1.34124
O: -3.21596 -3.21588 0.35639
C: -1.03485 -3.69116 -1.05302
C: -1.54971 -2.98882 -2.12506
C: -0.88373 -3.02780 -3.33946
C: 0.28658 -3.76106 -3.46162
C: 0.79135 -4.46452 -2.37885
C: 0.12778 -4.42872 -1.16309
C: -1.43136 -0.94846 0.69262
C: -1.04751 0.14776 1.69666
C: 0.27219 2.98961 1.78048
C: 0.04242 4.28725 1.38660
H: 0.33906 7.61720 -1.36620
H: 0.25140 6.05748 -2.22050
H: 1.76776 6.55559 -1.41579
H: 1.59064 4.20521 -1.63081
H: 2.02301 1.91843 -0.89727
H: 1.73637 -1.31948 2.79773
H: 0.08862 -1.39713 3.49275
H: 0.41834 -3.36578 2.02947
H: 0.92596 -2.29395 0.68889
H: -2.47055 -2.44189 -1.99692
H: -1.27670 -2.48841 -4.18794
H: 0.80553 -3.78879 -4.40807
H: 1.69934 -5.03887 -2.48102
H: 0.48291 -4.97541 -0.30404
H: -2.50407 -0.94085 0.49994
H: -0.88652 -0.77481 -0.25114
H: -1.25501 1.12737 1.26780
H: -1.62737 0.01568 2.61415
H: -0.06400 2.65652 2.75135
H: -0.48806 4.97626 2.02437

Calculated atomic charges, method natural (NBO), unit e:
1 C -0.255
2 O -0.504
3 C 0.395
4 C -0.334
5 C -0.128
6 C -0.178
7 C 0.143
8 S -0.171
9 N -0.415
10 C -0.236
11 C -0.252
12 N -0.672
13 S 2.324
14 O -0.933
15 O -0.938
16 C -0.268
17 C -0.222
18 C -0.208
19 C -0.187
20 C -0.206
21 C -0.218
22 C -0.251
23 C -0.215
24 C -0.164
25 C -0.283
26 H 0.203
27 H 0.177
28 H 0.179
29 H 0.222
30 H 0.233
31 H 0.256
32 H 0.206
33 H 0.242
34 H 0.197
35 H 0.240
36 H 0.221
37 H 0.219
38 H 0.223
39 H 0.242
40 H 0.244
41 H 0.184
42 H 0.234
43 H 0.208
44 H 0.219
45 H 0.226

Below is C3H6N2O3 as an isolated structure in a non-equilibrium geometry, with properties calculated with ωB97M-V/def2-TZVPD.

As for the gap between HOMO and LUMO: 8.76 eV. As for the total energy: -452.8998 Ha.

Cartesian coordinates (Å):
C: 1.03309 0.78842 -0.22484
C: -1.30614 0.53497 0.41350
C: -2.46806 -0.12161 0.04625
H: 2.77007 -1.75117 0.09138
H: 2.82574 0.94466 -0.22516
H: -0.70164 -1.40466 -1.20096
H: -1.31386 1.67068 0.82213
H: -3.37029 0.46860 0.83274
H: -2.69290 -1.22807 -0.38100
N: 2.20168 0.14209 -0.36792
N: -0.11511 0.01846 -0.02801
O: 2.48910 -0.71701 0.71305
O: 0.77742 1.94933 -0.16825
O: -0.12909 -1.29470 -0.32293

Calculated atomic charges, method natural (NBO), unit e:
1 C 0.740
2 C -0.041
3 C -0.542
4 H 0.477
5 H 0.369
6 H 0.460
7 H 0.267
8 H 0.215
9 H 0.233
10 N -0.355
11 N -0.185
12 O -0.527
13 O -0.589
14 O -0.522

Below is an isolated ion of composition C5H10NO and charge +1 in a non-equilibrium geometry, with properties calculated with ωB97M-V/def2-TZVPD.

As for the gap between HOMO and LUMO: 9.32 eV. Its structure (SMILES) is C/[NH+]=C\CCC=O. As for the total energy: -326.1623 Ha. As for the total charge: +1.

Cartesian coordinates (Å):
C: 1.52313 1.55604 0.09914
N: 1.89265 0.32706 -0.55610
C: 1.23123 -0.74744 -0.48545
C: -0.19672 -0.90463 0.11661
C: -1.85155 -0.78390 -0.35253
C: -2.36402 0.54825 -0.27497
O: -1.71298 1.56895 -0.03225
H: 1.07777 1.44664 1.13974
H: 2.34621 2.31925 -0.02832
H: 0.58282 1.84835 -0.34620
H: 2.76660 0.18568 -0.91614
H: 1.62038 -1.67333 -0.91415
H: -0.31663 -0.23884 0.98898
H: -0.26846 -1.94039 0.52723
H: -1.89368 -1.11466 -1.54045
H: -2.21954 -1.41101 0.50232
H: -3.43952 0.57522 -0.55974

Calculated atomic charges, method natural (NBO), unit e:
1 C -0.485
2 N -0.384
3 C 0.306
4 C -0.550
5 C -0.446
6 C 0.398
7 O -0.525
8 H 0.261
9 H 0.260
10 H 0.272
11 H 0.428
12 H 0.234
13 H 0.252
14 H 0.254
15 H 0.286
16 H 0.279
17 H 0.158

Below is one molecule with the formula C6H6BClO2 in a non-equilibrium geometry, with properties calculated with ωB97M-V/def2-TZVPD.

As for the gap between HOMO and LUMO: 9.28 eV. Its structure (SMILES) is OB(O)c1ccc(Cl)cc1. As for the total energy: -867.8762 Ha.

Cartesian coordinates (Å):
O: 2.22662 -1.69919 -0.24274
B: 1.82785 -0.36662 -0.36682
O: 2.61971 0.62866 -0.85000
C: 0.35578 -0.02140 -0.12959
C: -0.12818 1.26623 -0.21939
C: -1.45728 1.51089 0.07060
C: -2.28297 0.44937 0.43914
Cl: -3.91531 0.65361 0.89927
C: -1.76217 -0.81333 0.54174
C: -0.44694 -1.06090 0.23355
H: 3.18683 -1.86093 -0.27821
H: 3.55029 0.37651 -0.77809
H: 0.54155 2.06663 -0.50394
H: -1.86932 2.51663 0.04656
H: -2.41395 -1.58874 0.86324
H: -0.03251 -2.05742 0.27468

Calculated atomic charges, method natural (NBO), unit e:
1 O -0.894
2 B 1.105
3 O -0.873
4 C -0.418
5 C -0.152
6 C -0.233
7 C -0.040
8 Cl 0.019
9 C -0.235
10 C -0.148
11 H 0.487
12 H 0.481
13 H 0.228
14 H 0.224
15 H 0.219
16 H 0.231

Which energy relative to the best compared isomer or geometry (same formula, charge and spin) belongs to each record? In order, 1.6343; 8.1970; 3.2525; 0.0000 eV.